1.
{"formula": "C20H60CrO14S", "method": "the ωB97M-V functional and the def2-TZVPD basis", "species": ["Cr", "S", "O", "O", "O", "O", "C", "C", "O", "H", "H", "H", "H", "H", "H", "C", "C", "O", "H", "H", "H", "H", "H", "H", "C", "C", "O", "H", "H", "H", "H", "H", "H", "C", "C", "O", "H", "H", "H", "H", "H", "H", "C", "C", "O", "H", "H", "H", "H", "H", "H", "C", "C", "O", "H", "H", "H", "H", "H", "H", "C", "C", "O", "H", "H", "H", "H", "H", "H", "C", "C", "O", "H", "H", "H", "H", "H", "H", "C", "C", "O", "H", "H", "H", "H", "H", "H", "C", "C", "O", "H", "H", "H", "H", "H", "H"], "positions_angstrom": [[9.00, -12.30, 14.36], [8.04, -10.11, 15.56], [7.05, -9.21, 14.99], [9.27, -10.23, 14.72], [8.44, -9.70, 16.90], [7.59, -11.57, 15.58], [13.15, -8.14, 16.33], [12.13, -8.29, 15.21], [11.99, -9.67, 14.83], [13.30, -7.08, 16.54], [14.09, -8.60, 16.06], [12.77, -8.63, 17.24], [12.44, -7.70, 14.34], [11.15, -7.96, 15.57], [11.04, -9.87, 14.89], [5.52, -9.71, 10.22], [5.46, -9.15, 11.62], [6.43, -9.83, 12.45], [4.79, -9.20, 9.60], [5.27, -10.78, 10.18], [6.52, -9.56, 9.82], [4.48, -9.23, 12.10], [5.69, -8.08, 11.62], [6.53, -9.34, 13.28], [10.24, -10.84, 20.55], [10.93, -10.38, 19.27], [10.37, -11.02, 18.11], [9.18, -10.59, 20.52], [10.71, -10.35, 21.40], [10.33, -11.93, 20.65], [12.00, -10.57, 19.30], [10.75, -9.30, 19.16], [9.69, -10.42, 17.73], [10.94, -12.08, 10.68], [10.92, -11.44, 12.05], [10.68, -12.46, 13.08], [11.27, -11.40, 9.89], [9.93, -12.38, 10.39], [11.57, -12.97, 10.68], [10.13, -10.71, 12.18], [11.87, -10.97, 12.29], [11.50, -12.97, 13.18], [6.05, -13.71, 11.95], [7.41, -13.08, 11.70], [7.70, -12.06, 12.71], [6.00, -14.20, 12.92], [5.92, -14.50, 11.20], [5.21, -13.04, 11.81], [7.49, -12.60, 10.72], [8.18, -13.84, 11.77], [7.05, -11.32, 12.56], [11.43, -14.27, 17.47], [11.52, -13.52, 16.15], [10.38, -12.64, 15.99], [11.63, -13.61, 18.31], [12.13, -15.11, 17.51], [10.43, -14.69, 17.59], [11.52, -14.21, 15.30], [12.41, -12.89, 16.13], [10.42, -11.99, 16.75], [7.51, -4.35, 14.98], [7.60, -5.81, 15.34], [7.05, -6.59, 14.29], [8.01, -4.13, 14.03], [7.88, -3.69, 15.76], [6.47, -4.04, 14.80], [7.14, -6.06, 16.30], [8.67, -6.05, 15.48], [7.07, -7.51, 14.61], [7.06, -13.53, 19.83], [6.70, -12.43, 18.85], [6.33, -12.98, 17.60], [7.93, -14.09, 19.51], [6.19, -14.17, 19.94], [7.26, -13.08, 20.81], [7.53, -11.71, 18.74], [5.90, -11.80, 19.27], [6.66, -12.37, 16.92], [5.74, -7.12, 20.07], [6.23, -8.03, 18.96], [7.64, -7.93, 18.85], [6.39, -6.27, 20.22], [5.55, -7.65, 21.00], [4.76, -6.74, 19.75], [5.76, -7.74, 18.01], [5.95, -9.08, 19.14], [7.91, -8.47, 18.09], [4.04, -11.40, 15.30], [3.97, -10.21, 16.25], [4.28, -8.99, 15.59], [5.06, -11.54, 14.93], [3.35, -11.23, 14.47], [3.72, -12.32, 15.80], [4.67, -10.37, 17.08], [2.96, -10.12, 16.65], [5.20, -9.07, 15.28]], "energy_ev": -89636.502, "homo_energy_ev": [-8.81, -9.14], "e_lumo_ev": [-0.29, -0.47], "gap_ha": [0.3134, 0.3185], "spin_multiplicity": 5}

=====

2.
{"formula": "C60H164N10O27", "method": "the ωB97M-V functional and the def2-TZVPD basis", "species": ["C", "O", "C", "C", "N", "C", "C", "O", "C", "H", "H", "H", "H", "H", "H", "H", "H", "H", "H", "H", "H", "H", "H", "H", "C", "O", "C", "C", "N", "C", "C", "O", "C", "H", "H", "H", "H", "H", "H", "H", "H", "H", "H", "H", "H", "H", "H", "H", "C", "O", "C", "C", "N", "C", "C", "O", "C", "H", "H", "H", "H", "H", "H", "H", "H", "H", "H", "H", "H", "H", "H", "H", "C", "O", "C", "C", "N", "C", "C", "O", "C", "H", "H", "H", "H", "H", "H", "H", "H", "H", "H", "H", "H", "H", "H", "H", "C", "O", "C", "C", "N", "C", "C", "O", "C", "H", "H", "H", "H", "H", "H", "H", "H", "H", "H", "H", "H", "H", "H", "H", "C", "O", "C", "C", "N", "C", "C", "O", "C", "H", "H", "H", "H", "H", "H", "H", "H", "H", "H", "H", "H", "H", "H", "H", "C", "O", "C", "C", "N", "C", "C", "O", "C", "H", "H", "H", "H", "H", "H", "H", "H", "H", "H", "H", "H", "H", "H", "H", "C", "O", "C", "C", "N", "C", "C", "O", "C", "H", "H", "H", "H", "H", "H", "H", "H", "H", "H", "H", "H", "H", "H", "H", "C", "O", "C", "C", "N", "C", "C", "O", "C", "H", "H", "H", "H", "H", "H", "H", "H", "H", "H", "H", "H", "H", "H", "H", "C", "O", "C", "C", "N", "C", "C", "O", "C", "H", "H", "H", "H", "H", "H", "H", "H", "H", "H", "H", "H", "H", "H", "H", "O", "H", "H", "O", "H", "H", "O", "H", "H", "O", "H", "H", "O", "H", "H", "O", "H", "H", "O", "H", "H"], "positions_angstrom": [[-2.29, -0.48, -3.50], [-1.44, -1.36, -2.73], [-0.35, -1.75, -3.55], [0.72, -2.60, -2.75], [0.10, -3.93, -2.56], [0.93, -4.82, -1.81], [0.16, -6.03, -1.31], [-0.67, -5.39, -0.31], [-1.30, -6.19, 0.63], [-3.20, -0.24, -2.95], [-2.56, -0.85, -4.49], [-1.75, 0.41, -3.81], [0.21, -0.90, -3.94], [-0.69, -2.35, -4.40], [0.99, -2.07, -1.84], [1.59, -2.70, -3.39], [-0.69, -3.80, -1.94], [1.37, -4.34, -0.94], [1.79, -5.25, -2.32], [0.81, -6.83, -0.94], [-0.38, -6.51, -2.12], [-0.57, -6.49, 1.38], [-1.78, -7.04, 0.15], [-2.00, -5.62, 1.24], [2.32, 2.15, -0.59], [3.14, 2.65, -1.66], [2.75, 3.98, -1.99], [3.58, 4.44, -3.16], [4.88, 4.91, -2.64], [5.54, 5.82, -3.59], [7.02, 5.99, -3.20], [7.56, 4.72, -3.53], [8.86, 4.49, -3.07], [2.53, 1.10, -0.39], [1.26, 2.31, -0.81], [2.51, 2.66, 0.35], [2.89, 4.58, -1.09], [1.68, 3.97, -2.22], [3.07, 5.22, -3.74], [3.77, 3.60, -3.83], [5.46, 4.07, -2.66], [5.03, 6.78, -3.65], [5.54, 5.26, -4.53], [7.23, 6.17, -2.15], [7.49, 6.81, -3.76], [9.55, 5.08, -3.66], [9.09, 3.44, -3.26], [9.07, 4.69, -2.02], [-1.81, -2.71, -0.26], [-2.46, -2.13, 0.88], [-2.73, -0.69, 0.76], [-1.44, 0.23, 0.63], [-0.62, -0.14, 1.79], [0.60, 0.70, 1.89], [1.59, 0.59, 0.65], [1.65, -0.75, 0.15], [2.49, -0.92, -0.95], [-1.53, -3.74, -0.04], [-0.91, -2.19, -0.60], [-2.46, -2.65, -1.13], [-3.35, -0.51, 1.64], [-3.37, -0.48, -0.09], [-1.76, 1.26, 0.73], [-0.91, 0.03, -0.30], [-0.49, -1.12, 1.58], [1.04, 0.57, 2.88], [0.25, 1.73, 1.80], [2.59, 1.00, 0.80], [1.14, 1.14, -0.17], [2.07, -0.31, -1.75], [2.45, -1.98, -1.20], [3.53, -0.70, -0.73], [-1.34, 3.27, 2.59], [-0.31, 4.25, 2.21], [-0.85, 5.58, 2.31], [0.26, 6.52, 1.76], [-0.10, 7.93, 1.88], [0.78, 8.87, 1.20], [1.25, 8.56, -0.22], [2.21, 7.50, -0.23], [2.53, 7.07, -1.53], [-0.87, 2.29, 2.59], [-2.25, 3.24, 2.00], [-1.65, 3.48, 3.61], [-1.13, 5.71, 3.35], [-1.78, 5.70, 1.76], [0.44, 6.27, 0.72], [1.17, 6.36, 2.34], [-1.05, 8.08, 1.60], [1.61, 9.16, 1.84], [0.26, 9.82, 1.12], [1.71, 9.45, -0.64], [0.36, 8.35, -0.83], [3.45, 6.49, -1.56], [2.53, 7.85, -2.29], [1.81, 6.37, -1.96], [-4.28, -1.55, 2.70], [-5.55, -1.00, 2.42], [-6.50, -1.19, 3.43], [-7.89, -0.71, 2.91], [-8.49, -1.61, 1.96], [-9.90, -1.38, 1.69], [-10.27, -2.02, 0.32], [-11.66, -1.89, 0.05], [-12.08, -2.63, -1.08], [-4.19, -2.57, 3.07], [-3.82, -0.90, 3.45], [-3.70, -1.41, 1.79], [-6.26, -0.61, 4.33], [-6.50, -2.24, 3.71], [-7.82, 0.25, 2.42], [-8.46, -0.60, 3.83], [-7.91, -1.68, 1.14], [-10.11, -0.31, 1.77], [-10.41, -1.77, 2.57], [-10.00, -3.07, 0.35], [-9.75, -1.64, -0.56], [-11.51, -3.55, -1.21], [-12.02, -2.03, -1.99], [-13.14, -2.85, -1.06], [1.14, 4.98, -4.71], [2.03, 3.93, -4.62], [1.53, 2.81, -5.33], [2.39, 1.63, -4.85], [2.52, 1.45, -3.41], [3.22, 0.24, -3.05], [2.38, -1.05, -3.14], [2.31, -1.59, -4.45], [3.31, -2.59, -4.77], [0.21, 4.86, -4.15], [0.87, 5.33, -5.70], [1.62, 5.79, -4.16], [1.50, 2.90, -6.42], [0.51, 2.53, -5.07], [3.39, 1.70, -5.28], [1.96, 0.74, -5.31], [3.07, 2.23, -3.11], [3.48, 0.46, -2.01], [4.09, 0.04, -3.67], [1.38, -0.88, -2.74], [2.74, -1.80, -2.43], [4.27, -2.38, -4.31], [3.36, -2.72, -5.85], [3.03, -3.54, -4.31], [-3.08, 4.29, 0.01], [-4.02, 3.29, -0.13], [-3.57, 2.13, 0.50], [-4.63, 1.03, 0.65], [-5.20, 0.79, 2.01], [-5.83, 1.98, 2.64], [-7.05, 2.55, 1.89], [-7.89, 3.25, 2.88], [-9.11, 3.69, 2.28], [-2.94, 4.52, 1.07], [-3.35, 5.22, -0.50], [-2.08, 4.11, -0.38], [-3.09, 2.36, 1.45], [-2.80, 1.70, -0.14], [-4.10, 0.12, 0.36], [-5.50, 1.21, 0.03], [-5.64, -0.11, 2.08], [-5.08, 2.76, 2.78], [-6.05, 1.78, 3.69], [-7.63, 1.70, 1.53], [-6.90, 3.19, 1.03], [-9.75, 2.85, 2.01], [-8.92, 4.35, 1.43], [-9.60, 4.34, 3.00], [-3.37, -3.55, 3.71], [-2.47, -2.64, 4.22], [-1.86, -1.83, 3.21], [-0.74, -2.53, 2.43], [0.44, -2.88, 3.21], [0.41, -3.97, 4.21], [1.76, -4.23, 4.94], [2.66, -4.84, 4.04], [3.77, -5.48, 4.60], [-4.31, -3.08, 3.42], [-3.60, -4.37, 4.38], [-2.96, -4.13, 2.88], [-1.46, -0.99, 3.78], [-2.65, -1.40, 2.59], [-0.46, -1.89, 1.59], [-1.08, -3.44, 1.94], [1.18, -3.03, 2.55], [0.07, -4.87, 3.69], [-0.31, -3.78, 5.00], [1.59, -4.89, 5.79], [2.23, -3.34, 5.35], [3.44, -6.19, 5.36], [4.42, -4.74, 5.06], [4.21, -6.07, 3.80], [5.50, -0.01, -0.86], [5.21, -1.28, -1.33], [4.57, -2.14, -0.36], [4.42, -3.55, -0.90], [3.56, -3.64, -2.13], [3.43, -4.99, -2.58], [2.89, -5.05, -4.01], [3.87, -5.05, -4.95], [3.38, -5.35, -6.33], [5.96, -0.17, 0.11], [4.57, 0.55, -0.86], [6.22, 0.40, -1.58], [3.61, -1.70, -0.09], [5.11, -2.23, 0.58], [4.04, -4.13, -0.06], [5.41, -3.95, -1.13], [4.05, -3.04, -2.78], [2.86, -5.57, -1.86], [4.40, -5.49, -2.63], [2.12, -4.31, -4.26], [2.45, -6.03, -4.18], [4.28, -5.40, -6.95], [2.73, -4.57, -6.73], [2.79, -6.27, -6.32], [1.48, -7.48, 0.80], [1.61, -6.17, 0.20], [1.53, -5.12, 1.22], [1.40, -3.74, 0.48], [1.67, -2.63, 1.35], [2.98, -2.65, 2.01], [3.38, -1.21, 2.33], [3.97, -0.63, 1.23], [4.63, 0.59, 1.55], [2.19, -7.66, 1.61], [1.57, -8.35, 0.15], [0.54, -7.49, 1.36], [2.50, -5.06, 1.71], [0.68, -5.20, 1.90], [0.41, -3.45, 0.14], [2.07, -3.75, -0.38], [1.62, -1.71, 0.93], [3.67, -3.06, 1.27], [3.01, -3.27, 2.90], [4.13, -1.25, 3.12], [2.50, -0.69, 2.72], [3.91, 1.38, 1.77], [5.27, 0.93, 0.74], [5.35, 0.41, 2.34], [0.48, 0.29, 4.69], [-0.30, 0.61, 4.23], [1.21, 0.53, 4.12], [2.21, 0.97, 3.54], [2.12, 1.63, 2.85], [3.15, 0.83, 3.62], [2.82, 2.32, 1.82], [2.03, 2.71, 1.45], [3.13, 2.97, 2.46], [-1.24, 0.87, 3.45], [-0.82, 0.47, 2.69], [-2.17, 0.89, 3.24], [0.25, 2.84, -0.90], [-0.41, 3.50, -1.10], [0.35, 2.34, -1.71], [1.04, 3.32, 1.00], [0.69, 4.20, 1.12], [0.70, 3.05, 0.14], [-3.43, 0.87, 3.05], [-4.08, 1.37, 2.56], [-3.93, 0.51, 3.79]], "energy_ev": -134976.546, "homo_energy_ev": -6.34, "e_lumo_ev": -0.12, "e_above_lowest_ev": 73.608, "gap_ha": 0.2284}

=====

3.
{"formula": "C2H4S2", "method": "the ωB97M-V functional and the def2-TZVPD basis", "species": ["C", "C", "S", "S", "H", "H", "H", "H"], "positions_angstrom": [[-0.83, 0.40, 0.56], [0.17, -0.21, -0.34], [-1.57, -0.44, -0.88], [1.15, 1.02, -1.18], [-0.96, -0.13, 1.42], [-0.97, 1.50, 0.67], [1.26, -1.37, 0.39], [1.77, 0.21, -2.10]], "energy_ev": -23805.585, "homo_energy_ev": -8.98, "e_lumo_ev": -0.31, "e_above_lowest_ev": 3.293, "gap_ha": 0.3189}

=====

4.
{"formula": "C4H12", "method": "the ωB97M-V functional and the def2-TZVPD basis", "species": ["C", "C", "H", "H", "H", "H", "H", "H", "C", "C", "H", "H", "H", "H", "H", "H"], "positions_angstrom": [[0.30, -0.77, 1.80], [1.88, -0.69, 1.35], [-0.14, 0.04, 1.30], [-0.24, -1.76, 1.59], [0.17, -0.70, 2.82], [2.16, -1.64, 0.85], [2.48, -0.75, 2.28], [1.96, 0.17, 0.76], [-1.43, 1.28, -2.07], [-0.75, 0.22, -1.16], [-2.42, 1.03, -2.27], [-1.26, 2.28, -1.59], [-0.89, 1.38, -3.02], [-1.41, -0.05, -0.34], [0.10, 0.62, -0.66], [-0.51, -0.66, -1.65]], "smiles": "CC.CC", "energy_ev": -4341.603, "homo_energy_ev": -11.57, "e_lumo_ev": 1.18, "e_above_lowest_ev": 0.926, "gap_ha": 0.4685}

=====

5.
{"formula": "C35H51Br2Cl15N2O2S2", "method": "the ωB97M-V functional and the def2-TZVPD basis", "species": ["C", "C", "C", "C", "C", "C", "C", "C", "C", "C", "Br", "C", "C", "Br", "C", "C", "C", "C", "C", "C", "S", "O", "O", "Cl", "C", "N", "S", "N", "C", "C", "H", "H", "H", "H", "H", "H", "H", "H", "H", "H", "H", "H", "H", "H", "H", "H", "H", "H", "H", "H", "H", "H", "H", "Cl", "C", "C", "Cl", "H", "H", "H", "H", "Cl", "C", "C", "Cl", "H", "H", "H", "H", "Cl", "C", "C", "Cl", "H", "H", "H", "H", "Cl", "C", "C", "Cl", "H", "H", "H", "H", "Cl", "C", "C", "Cl", "H", "H", "H", "H", "Cl", "C", "C", "Cl", "H", "H", "H", "H", "Cl", "C", "C", "Cl", "H", "H", "H", "H"], "positions_angstrom": [[7.16, 0.52, 0.72], [5.60, 0.88, 0.23], [5.29, 2.48, -0.06], [3.76, 2.86, -0.50], [2.58, 1.69, -0.66], [2.88, 0.07, -0.42], [1.73, -1.12, -0.61], [0.53, -0.45, -1.54], [-0.97, -0.05, -0.92], [-1.20, -0.36, 0.67], [0.00, 0.86, 1.78], [-2.72, -0.10, 1.22], [-3.15, -1.29, 2.32], [-2.67, 1.62, 2.32], [-2.03, 0.65, -1.95], [-1.61, 0.94, -3.54], [-2.74, 1.70, -4.50], [-3.37, 3.02, -3.70], [-2.33, 4.28, -3.60], [-1.29, 4.18, -2.30], [-1.12, 5.91, -1.53], [-2.48, 6.49, -1.04], [-0.57, 6.96, -2.57], [0.24, 5.94, 0.08], [-0.13, 0.53, -4.16], [0.46, 0.72, -5.54], [2.13, 0.10, -5.53], [2.25, -0.46, -3.85], [0.94, -0.17, -3.14], [4.43, -0.30, 0.05], [7.85, 0.19, -0.18], [7.06, -0.41, 1.46], [7.53, 1.50, 1.27], [6.09, 3.34, 0.02], [3.46, 3.99, -0.72], [1.51, 2.09, -0.95], [2.12, -2.06, -1.19], [1.33, -1.53, 0.43], [-0.89, -1.49, 0.91], [-3.50, 0.02, 0.35], [-2.38, -1.15, 3.22], [-4.24, -1.02, 2.66], [-3.15, -2.36, 1.85], [-3.11, 0.96, -1.58], [-3.62, 0.97, -4.82], [-2.26, 2.10, -5.51], [-4.31, 3.39, -4.32], [-3.74, 2.77, -2.62], [-1.75, 4.51, -4.61], [-2.99, 5.26, -3.38], [-1.68, 3.46, -1.46], [-0.23, 3.91, -2.72], [4.66, -1.44, 0.25], [0.86, -4.14, 0.96], [2.36, -4.69, 1.75], [2.54, -4.08, 3.13], [2.87, -2.33, 3.05], [3.20, -4.45, 1.09], [2.29, -5.78, 1.83], [3.39, -4.54, 3.63], [1.65, -4.23, 3.75], [5.13, -3.39, -0.29], [5.59, -3.80, -1.97], [6.92, -4.54, -2.04], [8.29, -3.49, -1.60], [5.61, -2.87, -2.55], [4.79, -4.43, -2.36], [7.09, -4.89, -3.06], [6.93, -5.41, -1.37], [-8.45, 2.81, 2.94], [-7.18, 3.86, 2.28], [-6.00, 3.07, 1.73], [-5.08, 2.26, 3.02], [-6.86, 4.55, 3.07], [-7.64, 4.45, 1.48], [-5.31, 3.74, 1.22], [-6.33, 2.31, 1.01], [-0.81, -7.30, 0.98], [-0.36, -7.71, -0.69], [0.97, -8.45, -0.76], [2.35, -7.40, -0.33], [-0.33, -6.78, -1.27], [-1.16, -8.34, -1.09], [1.15, -8.80, -1.78], [0.98, -9.32, -0.09], [-4.96, 3.05, 5.50], [-5.32, 2.98, 7.25], [-4.74, 1.74, 7.90], [-5.56, 0.25, 7.37], [-6.41, 3.03, 7.37], [-4.88, 3.88, 7.69], [-4.87, 1.80, 8.99], [-3.67, 1.63, 7.69], [-3.82, 4.96, 4.47], [-3.42, 6.60, 3.89], [-1.94, 6.75, 3.58], [-0.93, 6.69, 5.05], [-3.75, 7.32, 4.65], [-4.01, 6.77, 2.99], [-1.75, 7.71, 3.11], [-1.59, 5.96, 2.91], [2.19, -4.55, -3.66], [2.64, -4.97, -5.33], [3.97, -5.70, -5.40], [5.35, -4.66, -4.97], [2.67, -4.04, -5.91], [1.84, -5.60, -5.73], [4.15, -6.05, -6.42], [3.98, -6.57, -4.73]], "energy_ev": -393765.091, "homo_energy_ev": -7.43, "e_lumo_ev": -1.81, "gap_ha": 0.2065}